Below is an isolated molecule of C4H7NO at a distorted geometry, with properties calculated with wB97M-V/def2-TZVPD.

SMILES = C[C@H]1NCC1=O
Relative energy (zero: lowest compared OMol25 entry of this formula, charge and spin) = 231.1 kJ/mol
E = -7797.250 eV
HOMO-LUMO gap = 10.537 eV
Highest occupied orbital energy = -0.3507 hartree

Cartesian coordinates (Å):
O 0.7373 2.1085 1.0856
N 0.6868 -1.0062 0.2788
C -1.5207 -0.0737 -0.4221
C -0.4072 -0.0893 0.6221
C 1.4137 -0.0300 -0.5237
C 0.5937 1.1013 0.4607
H -1.2102 0.4286 -1.3444
H -0.8171 -0.2982 1.6169
H 1.0297 -0.0304 -1.5543
H 1.2338 -1.1274 1.1315
H -2.4092 0.4384 -0.0409
H 2.4736 -0.3232 -0.6295
H -1.8042 -1.0984 -0.6807